(1)
Formula: C17H14IrN5S4Sb
Source: OMol25
Level of theory: wB97M-V/def2-TZVPD

* HOMO energy: -3.6 eV
* HOMO-LUMO gap: 5.18 eV
* net charge: -1
* ΔE to the lowest compared entry with this formula, charge and spin: 59.5 kcal/mol

```
42
Properties=species:S:1:pos:R:3:lowdin_charge:R:1
Ir 0.304 -0.143 -0.071 0.81
C -3.265 -2.300 1.494 -0.06
C -2.799 -2.808 2.704 -0.07
C -1.498 -2.549 3.075 -0.01
C -0.668 -1.786 2.249 -0.22
N -1.132 -1.324 1.067 -0.07
C -2.391 -1.575 0.713 -0.17
C 0.694 -1.394 2.562 -0.22
C 1.313 -1.690 3.781 -0.06
C 2.583 -1.227 4.055 -0.11
C 3.243 -0.444 3.114 -0.09
C 2.640 -0.154 1.897 -0.15
C 1.369 -0.632 1.585 -0.30
H -4.277 -2.477 1.159 0.10
H -3.446 -3.405 3.333 0.10
H -1.110 -2.945 4.002 0.10
H -2.697 -1.195 -0.253 0.07
H 0.791 -2.281 4.526 0.09
H 3.059 -1.472 4.997 0.09
H 4.236 -0.064 3.322 0.10
H 3.184 0.447 1.182 0.03
N -1.470 3.582 1.483 0.11
C -1.455 3.045 2.754 -0.08
C -0.976 1.781 2.616 -0.10
N -0.698 1.532 1.306 0.04
C -0.996 2.631 0.632 -0.25
C -0.812 2.690 -0.781 -0.28
N -0.394 1.624 -1.436 -0.03
C -0.252 1.983 -2.740 -0.13
C -0.605 3.291 -2.890 -0.06
N -0.966 3.738 -1.637 0.10
H -1.728 4.522 1.248 0.15
H -1.783 3.602 3.614 0.11
H -0.810 1.034 3.376 0.11
H 0.098 1.292 -3.499 0.01
H -0.626 3.928 -3.756 0.11
H -1.221 4.678 -1.398 0.14
S 2.645 -3.483 -2.989 -0.33
Sb 1.576 -1.458 -3.005 -0.19
S -0.569 -1.592 -1.948 -0.05
S 2.356 0.018 -1.242 -0.04
S 1.497 -0.381 -5.031 -0.30
```

(2)
Formula: C15H31ClP2Pt
Source: OMol25
Level of theory: wB97M-V/def2-TZVPD

* multiplicity: 3
* ⟨S²⟩: 2.016
* HOMO energy (alpha / beta): -6.5 / -7.2 eV
* HOMO-LUMO gap (alpha / beta): 5.19 / 5.95 eV
* ΔE to the lowest compared entry with this formula, charge and spin: 136.6 kcal/mol

```
50
Properties=species:S:1:pos:R:3:lowdin_spin:R:1
P -0.647 -2.344 -3.759 0.00
P 0.325 1.403 -5.673 0.12
C -1.104 -1.170 -5.592 0.03
C -0.269 -0.184 -6.383 0.04
H -2.089 -0.722 -5.436 0.00
H -1.266 -2.000 -6.283 0.00
H 0.632 -0.624 -6.842 0.00
H -0.832 0.153 -7.281 0.00
C -0.624 2.601 -6.895 0.01
H -0.665 3.632 -6.484 0.00
H -1.651 2.260 -7.058 0.00
H -0.203 2.726 -7.934 0.00
C 1.782 2.507 -6.432 0.09
H 1.733 2.439 -7.540 0.01
H 2.824 2.252 -6.153 0.00
H 1.581 3.567 -6.144 0.01
C -2.420 -2.985 -3.728 0.01
H -2.670 -3.594 -2.826 0.00
H -2.461 -3.650 -4.593 0.00
H -3.079 -2.103 -3.735 0.00
C 0.506 -3.279 -4.824 0.00
H 1.381 -2.648 -5.060 0.00
H 0.009 -3.613 -5.745 0.00
H 0.804 -4.135 -4.204 0.00
Pt -1.140 -3.181 -1.783 0.01
C 0.180 2.987 -4.173 0.49
C -0.878 2.018 -4.484 0.12
C -1.159 0.951 -3.400 0.04
C 0.102 0.127 -2.889 0.07
C 1.138 -0.221 -3.907 0.56
C 1.742 0.801 -4.630 0.08
C 2.360 1.718 -3.592 0.08
C 1.242 2.722 -3.172 0.07
C -0.124 -3.020 -0.056 0.00
H 0.132 4.027 -4.556 0.02
H -1.825 2.383 -4.967 0.01
H -1.911 0.226 -3.760 0.00
H -1.605 1.515 -2.550 0.00
H 0.463 0.543 -1.926 0.03
H -0.360 -0.772 -2.416 0.00
H 1.759 -1.088 -3.678 0.03
H 2.413 0.342 -5.368 0.00
H 3.266 2.224 -3.980 0.01
H 2.642 1.129 -2.684 0.00
H 0.890 2.490 -2.143 0.02
H 1.793 3.656 -3.045 0.00
H 0.309 -2.011 -0.145 0.00
H 0.570 -3.842 0.223 0.00
H -0.962 -2.968 0.667 0.00
Cl -2.640 -1.662 -1.129 0.02
```

(3)
Formula: C4H5NO
Source: OMol25
Level of theory: wB97M-V/def2-TZVPD

* HOMO energy: -9.9 eV
* HOMO-LUMO gap: 10.71 eV
* SMILES: C#CCC(N)=O
* ΔE to the lowest compared entry with this formula, charge and spin: 50.6 kcal/mol

```
11
Properties=species:S:1:pos:R:3:lowdin_charge:R:1
N 0.510 -1.503 0.642 0.18
C -0.068 -0.383 1.098 -0.57
O -0.102 -0.088 2.291 0.01
C -0.663 0.704 0.245 -0.13
C -0.122 0.899 -1.116 -0.13
C 0.307 0.988 -2.245 0.10
H 1.042 -2.029 1.318 0.12
H 0.558 -1.736 -0.334 0.10
H -1.754 0.614 0.207 0.13
H -0.488 1.294 1.227 0.15
H 0.712 1.120 -3.232 0.03
```

(4)
Formula: C4H8O
Source: OMol25
Level of theory: wB97M-V/def2-TZVPD

* HOMO energy: -8.6 eV
* HOMO-LUMO gap: 8.93 eV
* SMILES: C=CC=C.O
* ΔE to the lowest compared entry with this formula, charge and spin: 88.4 kcal/mol

```
13
Properties=species:S:1:pos:R:3:lowdin_charge:R:1
C -0.185 -2.249 -1.470 0.01
C 0.586 -1.421 -0.715 -0.26
C 0.120 -0.704 0.403 -0.25
C -0.865 0.197 0.419 -0.01
H -1.289 -2.338 -1.016 0.10
H 0.255 -3.109 -2.085 0.08
H 1.684 -1.156 -0.902 0.12
H 0.773 -0.759 1.346 0.13
H -1.660 0.065 1.131 0.06
H -0.859 0.842 -0.379 0.03
H 0.285 3.547 1.827 0.03
H 0.300 3.343 0.365 0.04
O 0.856 3.742 1.076 -0.08
```

(5)
Formula: C4H10I2O
Source: OMol25
Level of theory: wB97M-V/def2-TZVPD

* HOMO energy: -9.1 eV
* HOMO-LUMO gap: 9.30 eV
* ΔE to the lowest compared entry with this formula, charge and spin: 7.8 kcal/mol

```
17
Properties=species:S:1:pos:R:3:lowdin_charge:R:1
I 1.298 -2.637 0.009 0.79
I -1.423 -0.988 1.547 0.83
C 1.506 -0.525 2.172 -0.30
C 0.633 -0.853 0.979 -1.25
H 1.454 -1.322 2.933 0.06
H 1.176 0.422 2.631 0.07
H 2.556 -0.414 1.851 0.07
H 0.665 -0.070 0.195 -0.02
O -0.082 0.699 -1.055 -0.35
C -0.616 -0.276 -1.928 -0.17
C -1.046 1.695 -0.775 -0.14
H 0.171 -1.026 -2.115 0.03
H -0.918 0.164 -2.893 0.09
H -1.489 -0.785 -1.485 0.06
H -1.366 2.219 -1.691 0.09
H -1.937 1.270 -0.282 0.04
H -0.583 2.428 -0.093 0.10
```